1.
Here is 15 unconnected molecules or ions with the total composition C38H106O22 in a non-equilibrium geometry from the OMol25 dataset. Energies are from ωB97M-V/def2-TZVPD.

Element x y z (Å)
O (11.518810, 4.862230, 9.339390)
O (11.650160, -7.017080, -2.100270)
O (18.130270, -4.194160, -3.355720)
O (11.122080, 1.243340, 8.925590)
O (20.126290, 0.515390, -1.992010)
O (14.766360, 7.020610, 5.734440)
O (18.782920, -6.762740, -5.957430)
O (13.358110, 0.356440, -6.995470)
O (13.924940, -2.462500, -7.138760)
O (14.886880, -4.070660, 0.822260)
O (19.105110, 1.279980, 0.689900)
O (15.441980, -1.286930, 8.815080)
O (13.948760, 1.267560, 0.418420)
O (5.102750, -0.589720, -4.033870)
O (15.492400, 5.185920, -6.556310)
O (7.351270, -2.617940, 4.145430)
O (12.260400, 9.855900, -0.561310)
O (10.101460, -4.899640, -0.447100)
O (14.807640, -6.693130, 1.516370)
O (8.426690, 9.429360, -4.368020)
O (6.118480, 6.325270, 4.185450)
O (11.003180, 8.303660, 2.582690)
C (4.369600, 4.716000, 4.124600)
C (12.130460, 1.073270, 1.924710)
C (6.485820, 9.383310, -5.629370)
C (11.030540, 9.237530, 1.471620)
C (11.772400, 1.936010, -0.394250)
C (19.545820, 1.777250, -1.633960)
C (15.208200, 6.436700, -5.979890)
C (5.898880, 4.939030, 3.903590)
C (7.143650, 7.407390, -4.138760)
C (16.208760, -1.491270, 7.595650)
C (7.589240, 8.566610, -5.051330)
C (19.821590, 2.153720, -0.138740)
C (6.293220, 4.714900, 2.479440)
C (6.912600, -3.334840, 5.278890)
C (15.835880, -5.863440, 2.012590)
C (7.382390, -0.340950, -4.759090)
C (16.471700, 8.797330, 5.134870)
C (5.682140, -4.166530, 4.972040)
C (14.190220, -0.362210, -6.105090)
C (18.909340, -5.459900, -5.301790)
C (13.682610, 6.681100, -5.899160)
C (5.471620, 0.805640, -6.035140)
C (9.506450, -5.894600, -1.290080)
C (10.458510, -6.348220, -2.387000)
C (16.564470, 6.393640, 4.135530)
C (18.105150, -5.463390, -4.047220)
C (15.272410, -4.501290, 2.082840)
C (11.144630, 2.579470, 8.538940)
C (15.848430, 6.533030, -4.612350)
C (5.985180, 0.315720, -4.645440)
C (12.760870, 1.933520, 0.826020)
C (16.875310, -2.863760, 7.809070)
C (8.147110, -4.196310, 5.581600)
C (17.164570, -0.317860, 7.450270)
C (16.095630, 7.256450, 5.325580)
C (11.461620, 3.500680, 9.731000)
C (12.141260, 8.954040, 0.481810)
C (13.574320, -1.789210, -5.971320)
H (5.461040, -4.793110, 5.836110)
H (12.449130, 3.284560, 10.138700)
H (12.054630, 7.967040, 0.027470)
H (13.003190, 2.893590, 1.281700)
H (6.086130, 1.557380, -6.530470)
H (13.334550, -3.198780, -7.314630)
H (16.690370, -5.867910, 1.335880)
H (10.727710, -5.481830, -2.991140)
H (18.467340, -6.181220, -3.311270)
H (13.717360, 0.367700, 0.176960)
H (16.791160, 6.911130, 6.090490)
H (11.065050, 10.238860, 1.900860)
H (15.955380, -3.681290, 2.304790)
H (17.539010, -0.232230, 6.430180)
H (6.640040, -2.002420, 3.953360)
H (4.074330, 3.707940, 3.833530)
H (15.226960, -0.426820, -6.435330)
H (13.877060, 1.152710, -7.130560)
H (19.485410, -6.830320, -6.608230)
H (6.004500, 1.184740, -3.987760)
H (6.082020, 6.449670, 5.136660)
H (16.607830, 0.546350, 7.812610)
H (7.052310, 6.544640, -4.798620)
H (4.158640, 4.833100, 5.187560)
H (17.586070, 6.719480, 3.939920)
H (6.166330, 10.092870, -4.866120)
H (16.082580, -1.510670, 9.494170)
H (19.931580, -5.181570, -5.045550)
H (14.505780, -6.406390, 0.651350)
H (18.598430, -4.646810, -5.957770)
H (17.520220, -4.245890, -2.616280)
H (19.405860, -0.109300, -1.880960)
H (6.248590, 3.688620, 2.114950)
H (9.989910, 9.291940, 1.151910)
H (19.902350, 2.494000, -2.373730)
H (12.130650, 5.046610, 8.622960)
H (13.960840, -4.306100, 0.729460)
H (8.555280, -5.527790, -1.675880)
H (16.581380, 5.326650, 4.357700)
H (6.252770, 7.598690, -3.540560)
H (9.113040, -3.722810, 5.405900)
H (15.514900, -1.405040, 6.759450)
H (18.014190, -0.485510, 8.112180)
H (5.697110, -4.839140, 4.114440)
H (12.033010, 0.948670, 8.996270)
H (7.752580, -0.618380, -3.772130)
H (7.484160, -1.227820, -5.384550)
H (17.766730, -2.875150, 7.181910)
H (18.170820, 1.422030, 0.520990)
H (4.970830, -1.282800, -4.684890)
H (13.031180, 6.061270, -5.283090)
H (9.475940, -4.517040, 0.172530)
H (17.051060, -5.714410, -4.165470)
H (11.596380, 0.877830, -0.587550)
H (5.375770, -0.022580, -6.737260)
H (11.975610, 2.624730, 7.835010)
H (15.662280, 9.128990, 4.484530)
H (5.618760, 8.818540, -5.971940)
H (12.826250, 0.872700, 2.739420)
H (11.873580, -7.404250, -2.949840)
H (9.227510, -6.754800, -0.681510)
H (15.578600, 7.230900, -6.628090)
H (4.777200, -3.570670, 4.853200)
H (8.175190, 8.088590, -5.836340)
H (13.112660, 8.870060, 0.969060)
H (10.226520, 2.850660, 8.017750)
H (12.308190, 2.494450, -1.161820)
H (11.692970, 0.166130, 1.507820)
H (19.596100, 3.217730, -0.066960)
H (15.616750, 7.455810, -4.080460)
H (16.172780, -6.217840, 2.986750)
H (13.431120, 6.782700, -6.954870)
H (8.071040, -5.086950, 4.957840)
H (16.936750, 6.587850, -4.637840)
H (10.724380, 3.432580, 10.530970)
H (14.028190, -2.261730, -5.100210)
H (16.271230, -3.674920, 7.402600)
H (3.701260, 5.416900, 3.624430)
H (7.995370, 7.132000, -3.516810)
H (16.432510, 5.055700, -6.411930)
H (8.041820, -4.592590, 6.591540)
H (7.287000, 5.115310, 2.278970)
H (16.347580, 9.310530, 6.088450)
H (6.835430, -2.650360, 6.123660)
H (15.654260, 5.740480, -3.889660)
H (6.503280, 4.311970, 4.559020)
H (4.500390, 1.282080, -5.901680)
H (10.827590, 2.446960, -0.208880)
H (14.477600, -4.439840, 2.826220)
H (10.098160, 8.305370, 2.902890)
H (9.922920, -7.083630, -2.987350)
H (11.432350, 9.753090, -1.036040)
H (15.883250, 6.614470, 3.313790)
H (8.157220, 0.309720, -5.164500)
H (6.893940, 9.893810, -6.501680)
H (17.280370, -3.046010, 8.804460)
H (20.858860, 1.963950, 0.137210)
H (7.802380, 9.985720, -3.896520)
H (17.402860, 8.969600, 4.595080)
H (5.692070, 5.261750, 1.753020)
H (13.673690, 7.692680, -5.493300)
H (12.486360, -1.806050, -5.906770)
H (14.128410, 0.141120, -5.140240)
H (11.367510, 1.671780, 2.422520)
H (14.250770, 7.483470, 5.069960)
H (18.475000, 1.655350, -1.796980)

Atomic forces in eV per Å
-0.86 0.70 0.15
0.77 -0.28 1.23
0.52 0.20 -0.89
-0.62 -1.13 0.52
-0.27 0.27 0.18
0.54 0.43 -0.25
0.10 1.24 0.89
0.69 0.33 -0.27
0.56 -0.73 -1.08
-1.48 0.00 -1.48
-0.47 0.17 0.45
-0.20 0.25 -0.61
0.71 0.79 -0.19
-0.48 -0.11 -0.10
0.02 -0.39 -0.28
-0.57 0.87 -0.61
-0.44 1.03 -0.36
0.54 -0.07 -0.55
-0.18 -1.10 0.55
0.93 0.90 0.65
0.68 0.04 -0.05
0.62 0.07 -0.68
0.67 -0.71 0.49
-0.16 1.06 0.59
-0.48 -0.04 -0.91
-1.16 0.50 1.72
1.24 1.04 1.22
0.62 -0.62 0.38
-1.08 -0.30 1.37
-2.00 0.75 -0.24
0.68 -0.15 -0.74
-0.05 -0.11 1.62
-0.38 -1.83 0.23
0.25 -0.62 -1.95
0.48 0.28 -1.36
2.03 -0.79 -0.44
0.20 -0.24 -0.47
0.54 0.56 0.40
-1.96 -1.75 -0.33
-0.85 -0.04 0.99
-1.81 -1.31 0.76
0.21 -0.08 -0.73
1.49 1.01 -0.70
-0.21 -0.08 0.66
0.50 -0.37 1.37
-1.07 0.61 -1.09
-0.66 0.97 0.34
-1.14 -0.03 2.09
0.89 1.96 1.13
1.06 0.51 0.23
0.93 0.68 0.95
1.08 0.23 -1.43
-1.43 -1.93 0.13
0.66 0.44 -2.22
-1.05 -1.21 0.30
0.13 -0.62 0.41
2.72 0.12 0.24
0.47 0.50 -0.84
0.44 -1.68 0.46
0.83 1.03 -0.02
0.03 -0.14 0.15
0.01 -0.70 0.18
-0.55 -0.45 0.28
0.25 0.13 -0.62
0.39 -0.08 0.31
-0.01 0.06 0.12
0.21 -0.04 -0.07
-0.35 0.29 -0.22
0.41 -0.48 -0.37
-0.07 -0.11 -0.01
-0.55 -0.04 0.78
1.02 0.35 -0.04
0.73 -0.55 0.93
-0.08 0.26 0.03
0.04 0.28 -0.43
-0.03 -0.11 0.04
0.01 -0.15 -0.11
-0.44 0.45 -0.50
0.04 0.04 -0.03
0.29 -0.06 0.09
-0.05 0.03 0.08
0.26 0.25 -0.43
-0.75 -0.19 0.16
-0.05 -0.14 0.14
-0.05 -0.13 -0.44
-0.29 0.19 -0.14
-0.23 0.09 0.39
0.32 -0.50 0.05
0.30 0.19 -0.10
-0.44 -0.09 -0.19
-0.01 -0.09 -0.03
0.34 -0.39 0.02
0.09 -0.19 0.49
0.08 -0.53 -1.40
0.17 0.31 0.32
0.17 -0.44 -0.02
-0.18 0.11 -0.44
0.19 0.09 -0.69
-0.25 0.09 0.05
0.02 -0.05 -0.06
-0.32 0.24 0.20
-0.20 -0.66 0.13
0.18 0.20 0.07
0.73 0.22 -0.12
-0.04 -0.18 0.09
-0.19 -0.08 0.13
-0.76 -0.16 -0.10
0.24 -0.12 -0.21
-0.25 -0.07 0.14
-0.22 -0.34 0.08
0.39 -0.36 -0.31
-0.24 -0.23 -0.11
-0.03 -0.20 -0.76
-0.05 0.18 -0.58
-0.08 -0.16 0.03
-0.01 0.84 -0.43
0.00 0.62 -0.21
0.01 -0.14 0.12
0.28 -0.34 -0.27
0.43 -0.19 0.22
0.12 -0.29 0.17
0.21 0.19 0.00
0.04 0.36 -0.06
0.17 0.22 -0.15
-0.08 0.47 0.43
-0.09 -0.03 0.25
-0.27 -0.47 -0.51
0.06 -0.09 0.19
-0.22 0.14 0.61
-0.42 0.18 -0.20
-0.24 -0.20 -0.03
-0.92 -0.34 0.17
0.30 -0.03 -0.29
0.29 -0.18 -0.47
-0.05 -0.07 -0.16
-0.09 -0.16 0.27
-0.18 -0.08 0.63
0.54 0.17 -0.36
-0.10 0.23 0.31
0.13 -0.30 -0.17
0.40 0.15 0.22
0.28 -0.27 0.27
0.41 0.07 -0.13
-0.76 0.09 0.08
-0.53 -0.34 -0.42
-0.10 -0.10 0.16
-0.16 -0.19 -0.02
-0.01 -0.10 0.20
-0.30 -0.14 -0.07
0.06 -0.14 0.12
-0.85 0.47 -0.29
0.02 0.37 -0.52
0.30 -0.25 -0.49
-0.20 0.48 -0.05
-0.22 0.43 0.13
-0.55 0.12 0.19
0.11 0.28 -0.37
0.42 0.43 0.41
0.07 -0.11 0.46
-0.50 0.24 0.34
-0.52 0.13 0.06
-0.05 0.62 0.48
0.31 -0.12 0.34
-0.50 -0.18 -0.15
-0.60 -0.03 -0.02
-0.32 0.51 0.23

Calculated values
**Multiplicity**: 1
**DFT total energy**: -3166.34707 Eh
**Molar mass**: 915.244 g mol⁻¹
**LUMO**: -0.002 hartree
**Kohn-Sham gap**: 9.74 eV
**Energy above the lowest of the compared OMol25 structures with the same formula, charge and spin**: 0.00 kJ/mol
**Total charge**: 0
**Largest force on an atom**: 2.73 eV/A

***

2.
Here is a molecular structure, C19H17LaN2S5 from the OMol25 dataset. Energies are from ωB97M-V/def2-TZVPD.

Element x y z (Å)
La (-0.207054, -0.978816, -0.539732)
S (2.279066, 0.453937, -0.525557)
S (0.249046, -0.222261, 2.162684)
S (1.329067, -3.450121, -0.465029)
S (0.044367, -5.951825, -1.501540)
S (-1.447668, -3.364798, -1.606230)
N (4.963152, -0.817011, 6.008430)
N (7.396025, 0.075654, 2.776097)
C (2.012278, -0.193399, 2.212134)
C (2.620298, -0.443433, 3.449875)
C (4.539133, -0.630886, 4.954704)
C (-1.252659, 1.200142, -2.027485)
C (-4.111277, -0.975427, -0.992023)
C (-0.678683, 2.735712, -0.018136)
C (-2.955807, -0.028209, -1.120110)
C (-2.455992, 0.843449, -0.117227)
C (-1.410023, 1.608828, -0.683969)
C (4.813426, -0.092609, 2.546228)
C (-0.302178, 1.820996, -3.010019)
C (-2.476991, -0.469666, -3.620821)
C (-0.011449, -4.314046, -1.178529)
C (4.235282, 0.131416, 1.310640)
C (6.251648, -0.006321, 2.685362)
C (3.989483, -0.388931, 3.638890)
C (2.848255, 0.098819, 1.101030)
C (-2.217118, 0.195429, -2.302042)
C (-2.994881, 0.987725, 1.276050)
H (-2.733144, -1.523484, -3.496013)
H (1.983991, -0.681300, 4.291823)
H (-3.298668, 0.012329, -4.164932)
H (4.873637, 0.345550, 0.463892)
H (-2.222903, 1.320014, 1.971727)
H (-0.057942, 1.142500, -3.831355)
H (0.641246, 2.101760, -2.534592)
H (-1.599440, -0.438709, -4.270566)
H (-0.712024, 2.730850, -3.465780)
H (-5.015855, -0.579596, -1.470123)
H (-4.362268, -1.164892, 0.053553)
H (-3.900324, -1.946065, -1.446179)
H (-3.817233, 1.712055, 1.321881)
H (-1.132738, 3.705501, -0.259646)
H (0.372782, 2.771329, -0.308578)
H (-0.685026, 2.625123, 1.067365)
H (-3.382835, 0.042688, 1.663848)

Atomic forces in eV per Å
-0.67 -0.18 -0.26
0.29 0.18 0.17
0.29 0.11 0.27
-0.21 -0.18 -0.12
0.00 0.20 0.09
0.27 -0.19 0.16
0.00 0.00 0.03
0.03 0.01 0.01
-0.18 -0.06 0.04
-0.17 0.02 -0.03
-0.15 0.08 -0.43
-0.01 0.10 -0.20
-0.10 -0.07 0.04
0.05 0.06 0.09
0.20 -0.10 0.14
0.02 -0.10 -0.01
-0.05 0.15 0.09
0.56 0.04 0.04
0.11 0.04 -0.08
0.03 -0.06 -0.07
-0.05 0.10 -0.16
-0.10 0.04 -0.14
-0.48 -0.05 -0.04
0.18 -0.10 0.50
0.03 -0.01 -0.17
0.23 -0.07 0.05
-0.05 0.01 0.06
-0.01 0.02 0.01
-0.01 0.01 -0.01
0.01 0.02 0.02
-0.02 0.01 0.00
0.01 0.00 -0.02
-0.02 -0.02 0.02
-0.02 -0.01 0.02
-0.01 0.02 0.01
-0.04 -0.01 0.02
0.02 0.03 0.00
0.03 0.02 0.00
0.02 0.03 -0.01
0.01 0.01 -0.01
0.00 -0.01 -0.01
-0.02 -0.02 -0.06
-0.02 -0.02 -0.01
0.00 0.00 -0.03

Calculated values
**Multiplicity**: 1
**DFT total energy**: -2866.50243 Eh
**Molar mass**: 572.600 g mol⁻¹
**LUMO**: 0.159 hartree
**Kohn-Sham gap**: 6.20 eV
**Total charge**: -2
**Largest force on an atom**: 0.74 eV/A

***

3.
Here is 2 unconnected molecules or ions with the total composition C3H6N2O in a non-equilibrium geometry from the OMol25 dataset. Energies are from ωB97M-V/def2-TZVPD.

Element x y z (Å)
O (1.003956, 0.015450, 1.401673)
N (2.335133, 0.145407, -0.469470)
N (0.057854, 0.256979, -0.665256)
C (-1.162730, 0.315748, 0.045297)
C (-2.001335, -0.746438, -0.093955)
C (1.098296, 0.146245, 0.127415)
H (-0.509204, -0.001865, 1.299818)
H (-1.632403, 1.302410, 0.085151)
H (3.113586, 0.403970, 0.106654)
H (-3.068731, -0.621586, -0.209354)
H (2.338782, 0.518027, -1.404039)
H (-1.573199, -1.734342, -0.223933)

Atomic forces in eV per Å
-2.14 -0.15 0.20
-0.02 -0.02 0.20
0.79 -0.11 0.35
-0.42 0.09 -1.23
0.17 -0.04 0.27
-0.28 0.30 -0.66
1.96 0.06 -0.18
0.14 -0.03 0.42
0.08 -0.02 0.14
-0.21 -0.12 0.68
0.00 -0.01 0.02
-0.06 0.06 -0.22

Calculated values
**Multiplicity**: 1
**DFT total energy**: -302.55757 Eh
**Molar mass**: 86.094 g mol⁻¹
**LUMO (spin up / spin down)**: -0.029 / -0.029 hartree
**Kohn-Sham gap (spin up / spin down)**: 7.98 / 7.98 eV
**Energy above the lowest of the compared OMol25 structures with the same formula, charge and spin**: 355.82 kJ/mol
**Total charge**: 0
**Largest force on an atom**: 2.16 eV/A

***

4.
Here is a single C6H12S4Si molecule in a non-equilibrium geometry from the OMol25 dataset. Energies are from ωB97M-V/def2-TZVPD.

Element x y z (Å)
S (0.126790, 2.433154, 2.008821)
S (0.666954, -2.219965, -1.872192)
S (2.461116, 0.950676, 1.260394)
S (0.186852, -2.960281, 0.960644)
Si (-0.285574, 0.091606, -0.065169)
C (3.166700, -0.152042, -0.143448)
C (0.734384, 1.190819, 1.117845)
C (0.254763, -1.708517, -0.379334)
C (0.062722, -2.041632, 2.494882)
C (-2.013596, -0.134964, 0.595999)
C (-0.084167, 1.165936, -1.615416)
H (0.089539, 0.800393, -2.545516)
H (-2.546209, 0.784874, 0.527573)
H (-1.881579, -0.439218, 1.581750)
H (0.752664, -2.359418, 3.201403)
H (-2.425044, -0.881514, -0.102274)
H (0.717738, 1.867016, -1.466324)
H (2.585094, -0.234773, -1.091782)
H (-0.981602, 1.738718, -1.836916)
H (0.125107, -0.872822, 2.309789)
H (3.313632, -1.142579, 0.438327)
H (-0.896212, -2.336563, 2.953952)
H (4.126636, 0.332302, -0.466688)

Atomic forces in eV per Å
-0.14 -0.73 -0.39
-0.35 0.08 0.44
0.37 -0.13 -1.14
0.41 0.97 -1.60
-0.19 0.92 -0.79
0.07 -0.45 1.10
0.78 -0.14 0.32
0.65 -1.23 1.02
-2.14 2.46 -0.98
0.90 0.18 -2.48
-0.94 0.86 2.02
0.76 -2.11 -2.58
-0.56 0.64 0.09
-0.39 -0.81 1.68
1.88 -0.36 0.93
-0.28 0.07 0.67
0.31 0.49 0.37
-0.01 -0.06 1.15
-0.32 0.35 0.63
-0.08 -2.59 0.71
-0.04 1.46 -1.68
0.07 0.64 -0.30
-0.75 -0.51 0.79

Calculated values
**Multiplicity**: 1
**DFT total energy**: -2118.00874 Eh
**Molar mass**: 240.516 g mol⁻¹
**LUMO**: -0.030 hartree
**Kohn-Sham gap**: 7.67 eV
**Energy above the lowest of the compared OMol25 structures with the same formula, charge and spin**: 26.66 kJ/mol
**Total charge**: 0
**SMILES string**: CSC(=S)[Si](C)(C)C(=S)SC
**Largest force on an atom**: 3.42 eV/A